1) Computed, not measured: a cluster of 2 separate species, C6H8 in total, with ωB97M-V with the def2-TZVPD basis set.

HOMO-LUMO gap	10.464	eV
E_HOMO	-9.0796	eV
SMILES	C1=CC1C1C=C1.[H][H]
net charge	0

```
14
Properties=species:S:1:pos:R:3:lowdin_charge:R:1
C -0.51591 -0.56046 1.41233 -0.03
C 0.32257 -1.52850 1.22772 -0.01
C -0.57044 -1.21421 0.06208 -0.26
C -0.00799 -0.54926 -1.18242 -0.26
C -0.04143 0.93472 -1.41201 -0.05
C 1.11340 0.44377 -1.08496 -0.03
H -0.40672 2.77290 1.32557 0.04
H -0.92802 0.20422 2.05420 0.08
H 1.13609 -2.14104 1.58603 0.10
H -1.39903 -1.89661 -0.16117 0.11
H -0.04934 -1.20645 -2.05938 0.11
H -0.64573 1.79359 -1.66418 0.09
H -0.16693 2.35976 0.75495 0.01
H 2.15948 0.58757 -0.85877 0.10
```

***

2) Computed, not measured: the molecule C6H8, with ωB97M-V with the def2-TZVPD basis set.

HOMO-LUMO gap	10.910	eV
E_HOMO	-9.7452	eV
SMILES	C#CCC1CC1
net charge	0

```
14
Properties=species:S:1:pos:R:3:lowdin_charge:R:1
C 2.18775 -0.81043 0.05471 0.11
C 1.46840 0.16866 0.02946 -0.16
C 0.47386 1.21452 -0.06182 -0.18
C -0.93346 0.64128 -0.10233 -0.27
C -1.34304 -0.50602 0.75986 -0.16
C -1.33921 -0.71154 -0.69665 -0.11
H 2.98138 -1.55239 -0.10488 0.04
H 0.79777 1.86666 -0.89636 0.12
H 0.54634 1.88991 0.78510 0.11
H -1.75310 1.34638 -0.09133 0.13
H -0.55996 -1.02492 1.28691 0.09
H -2.24233 -0.35650 1.39805 0.11
H -0.58479 -1.35730 -1.02375 0.07
H -2.27105 -0.79058 -1.25313 0.10
```

***

Ordering by calculated energy gives the sequence 2), 1), with the first entry being the most stable.

***

1) Computed, not measured: the molecule C6H8, with ωB97M-V with the def2-TZVPD basis set.

HOMO-LUMO gap	9.961	eV
E_HOMO	-8.8255	eV
SMILES	C=C[C@@H]1C=C1C
net charge	0

```
14
Properties=species:S:1:pos:R:3:lowdin_charge:R:1
C -1.41019 0.41828 0.76183 0.05
C -0.70861 -0.66761 0.66078 -0.22
C 1.33048 1.59721 -1.55964 -0.01
C 0.74880 1.15485 -0.45632 -0.18
C -0.48452 0.35534 -0.43363 -0.25
C -0.27907 -1.99413 1.10690 -0.04
H -2.12352 1.02858 1.25713 0.09
H 2.23407 2.18157 -1.53777 0.04
H 0.91640 1.39256 -2.53391 0.05
H 1.17751 1.37196 0.51451 0.10
H -0.91186 0.17005 -1.41778 0.12
H -0.52187 -2.73734 0.34658 0.08
H -0.76911 -2.26506 2.04071 0.08
H 0.80150 -2.00624 1.25061 0.08
```

***

2) Computed, not measured: the molecule C6H8, with ωB97M-V with the def2-TZVPD basis set.

HOMO-LUMO gap	9.142	eV
E_HOMO	-8.8767	eV
SMILES	C=C1C(=C)C1C
net charge	0

```
14
Properties=species:S:1:pos:R:3:lowdin_charge:R:1
C 0.84426 0.39098 -0.13793 -0.19
C -0.52884 0.80055 -0.17905 -0.23
C 2.20592 0.61372 0.19137 0.10
C -1.54763 1.63265 0.00188 0.06
C -0.11515 -0.54306 -0.61752 -0.30
C -0.49169 -1.65370 0.25662 -0.06
H 2.99609 0.01741 -0.24538 0.04
H 2.58788 1.53647 0.53057 0.02
H -2.62660 1.30919 -0.04433 0.08
H -1.29014 2.54545 0.57610 0.07
H -0.05212 -0.72870 -1.74161 0.18
H -0.15784 -1.68778 1.30160 0.10
H -0.24044 -2.53671 -0.16779 0.04
H -1.58370 -1.69648 0.27546 0.09
```

***

Ordering by calculated energy gives the sequence 1), 2), with the first entry being the most stable.

***

1) Computed, not measured: a structure of composition C34H45BrN3O2S5SbTa, with ωB97M-V with the def2-TZVPD basis set.

HOMO-LUMO gap	7.088	eV
E_HOMO	-4.7510	eV
net charge	-1

```
92
Properties=species:S:1:pos:R:3:lowdin_charge:R:1
Ta 0.35419 0.54381 -0.48638 1.11
C -5.30531 -0.38467 5.29893 -0.05
C -3.99397 0.41123 5.34583 -0.56
C -4.30153 1.87863 5.67524 -0.05
C -3.12892 -0.15917 6.47111 -0.07
C -3.29488 0.32907 3.98951 -0.18
C -2.02097 -0.19669 3.82751 -0.07
C -1.45762 -0.21525 2.56644 -0.54
Br 0.29449 -0.89720 2.31462 0.94
C -2.09538 0.27164 1.42686 -0.40
O -1.47623 0.26200 0.26079 -0.40
C -3.40407 0.77024 1.56758 -0.08
C -3.94603 0.79885 2.84739 0.02
C -4.14577 1.35808 0.36003 -0.52
C -3.57303 2.75961 0.09997 -0.05
C -3.96533 0.49764 -0.90519 -0.05
C -5.65642 1.46901 0.59942 -0.07
H -5.81883 -0.33224 6.26304 0.08
H -5.10617 -1.43326 5.06931 0.09
H -5.97948 0.00366 4.53422 0.08
H -4.79833 1.95394 6.64655 0.08
H -4.95460 2.32855 4.92642 0.08
H -3.38056 2.46310 5.70970 0.09
H -3.66528 -0.08115 7.41950 0.08
H -2.19109 0.39048 6.57004 0.09
H -2.89558 -1.21206 6.30250 0.08
H -1.45144 -0.58857 4.65713 0.09
H -4.93695 1.20817 2.97227 0.09
H -2.49700 2.70479 -0.08265 0.00
H -3.73844 3.40646 0.96483 0.09
H -4.05174 3.21152 -0.77374 0.09
H -2.94616 0.52032 -1.28268 0.03
H -4.62868 0.87551 -1.68762 0.08
H -4.22846 -0.54550 -0.71114 0.09
H -5.92137 2.19210 1.37224 0.07
H -6.08183 0.49849 0.86780 0.09
H -6.13096 1.80817 -0.32308 0.08
S 0.15384 2.78287 1.20659 -0.09
Sb 1.65831 3.84285 -0.19245 0.49
S -0.74420 2.12674 -2.15388 0.00
S 1.30888 2.27674 -2.16251 -0.11
S 3.71892 2.67886 0.32609 0.37
C 4.44819 0.80560 2.93706 -0.11
N 3.94723 0.29198 1.67755 -0.26
C 5.02608 -0.08672 0.78052 -0.12
C 2.93657 1.13058 1.10039 -0.87
O 2.19406 0.47391 0.16680 -0.50
H 5.07743 0.04615 3.40434 0.08
H 3.61389 1.02416 3.60454 0.09
H 5.04378 1.72230 2.81685 0.07
H 5.54908 -0.94634 1.20582 0.08
H 5.74926 0.72684 0.62849 0.07
H 4.62380 -0.36590 -0.19045 0.07
H 2.30998 1.50724 1.91372 0.02
C 0.81477 -3.22170 -2.85664 -0.06
C 1.35907 -2.34424 -1.71641 -0.56
C 2.75175 -1.85054 -2.13974 -0.06
C 0.41478 -1.17197 -1.43892 -0.26
C 1.41833 -3.14074 -0.40748 -0.19
C 2.48382 -3.01663 0.48299 -0.05
C 2.49234 -3.69236 1.69527 -0.11
C 1.43576 -4.51464 2.05114 -0.12
C 0.36238 -4.64140 1.18180 -0.10
C 0.35594 -3.96170 -0.02659 -0.05
H 0.82041 -2.65649 -3.78865 0.07
H -0.20651 -3.55247 -2.67337 0.07
H 1.44522 -4.10455 -3.00095 0.09
H 2.70677 -1.39617 -3.13203 0.06
H 3.46811 -2.67425 -2.18088 0.09
H 3.11125 -1.09222 -1.44827 0.04
H -0.63671 -1.45384 -1.61143 0.05
H 3.30853 -2.36328 0.25094 0.09
H 3.32964 -3.56056 2.37079 0.10
H 1.43943 -5.03818 2.99920 0.09
H -0.48218 -5.26472 1.45075 0.10
H -0.50869 -4.05909 -0.66985 0.10
N 0.21454 0.10300 -4.61039 0.09
C 1.25796 0.58623 -5.33023 -0.70
N 2.40402 -0.00254 -5.46735 0.10
C 3.22964 0.74877 -6.28716 -0.32
C 4.53426 0.40968 -6.63671 -0.03
C 5.25322 1.25062 -7.46958 -0.11
C 4.69346 2.42599 -7.96521 -0.12
C 3.39527 2.78008 -7.63170 -0.11
C 2.67835 1.93795 -6.79699 -0.49
S 1.05788 2.11527 -6.20574 1.04
H 0.48828 -0.52985 -3.87065 0.04
H -0.45376 0.78249 -4.25998 0.00
H 4.96654 -0.50154 -6.24578 0.11
H 6.27023 0.99260 -7.73797 0.09
H 5.27498 3.07120 -8.61131 0.09
H 2.95561 3.69464 -8.00870 0.10
```

***

2) Computed, not measured: a structure of composition C34H45BrN3O2S5SbTa, with ωB97M-V with the def2-TZVPD basis set.

HOMO-LUMO gap	6.324	eV
E_HOMO	-4.3480	eV
net charge	-1

```
92
Properties=species:S:1:pos:R:3:lowdin_charge:R:1
Ta 1.42491 0.38740 0.84974 0.87
C -6.24087 1.07705 -0.57385 -0.06
C -5.75048 1.05645 0.88161 -0.56
C -5.77785 2.49049 1.43036 -0.05
C -6.71852 0.20495 1.70423 -0.07
C -4.31757 0.51927 0.95691 -0.18
C -3.34510 1.00715 0.09859 -0.09
C -2.05083 0.55848 0.24606 -0.54
Br -0.76143 1.19654 -0.96551 0.94
C -1.59706 -0.35059 1.20210 -0.38
O -0.30754 -0.71097 1.25836 -0.38
C -2.59037 -0.88514 2.05585 -0.06
C -3.90209 -0.41711 1.90352 0.03
C -2.26113 -1.91448 3.15257 -0.53
C -3.51305 -2.39169 3.89622 -0.08
C -1.58910 -3.15304 2.55433 -0.04
C -1.30609 -1.27725 4.16361 -0.09
H -7.29697 1.36485 -0.61190 0.08
H -6.13507 0.09213 -1.03851 0.09
H -5.68523 1.79671 -1.18207 0.07
H -6.79207 2.90547 1.38205 0.08
H -5.11341 3.14219 0.85567 0.08
H -5.44351 2.51243 2.47097 0.09
H -7.73795 0.57855 1.56723 0.08
H -6.49255 0.24804 2.77404 0.08
H -6.69643 -0.84549 1.39630 0.09
H -3.57561 1.73658 -0.66918 0.10
H -4.64730 -0.81396 2.57382 0.08
H -4.25234 -2.84592 3.22720 0.08
H -4.00123 -1.58679 4.45587 0.08
H -3.20860 -3.15147 4.62107 0.08
H -2.21997 -3.62455 1.79282 0.09
H -1.40915 -3.88566 3.35028 0.09
H -0.63335 -2.89823 2.10184 0.06
H -1.71003 -0.35346 4.58429 0.09
H -0.35331 -1.02492 3.70908 -0.01
H -1.10126 -1.96867 4.98921 0.08
S 4.55848 0.93050 3.59978 -0.24
Sb 2.36940 0.29293 3.48288 0.15
S 3.67938 0.46459 0.05874 0.54
S 0.81823 2.10966 2.21780 0.07
S 1.48083 0.06112 5.53365 -0.20
C 1.66089 -0.08666 -5.07031 -0.05
N 1.14521 -0.68218 -3.85025 -0.16
C -0.21221 -1.21089 -3.82610 -0.03
C 1.83170 -0.54127 -2.69635 -0.33
O 1.43313 -0.89791 -1.60576 -0.13
H 1.60874 -0.80112 -5.89209 0.08
H 2.70330 0.19376 -4.92095 0.08
H 1.10149 0.80737 -5.35573 0.09
H -0.40808 -1.72054 -4.77082 0.09
H -0.95157 -0.41716 -3.69179 0.08
H -0.30903 -1.91654 -3.00325 0.06
H 2.83353 -0.09814 -2.82168 0.14
C 1.76449 3.98314 -1.04298 -0.07
C 2.97252 3.12553 -0.64737 -0.57
C 3.50646 3.62822 0.68741 -0.11
C 2.50986 1.64723 -0.60716 -0.76
C 4.05139 3.20414 -1.74967 -0.18
C 5.40918 3.30417 -1.45716 -0.03
C 6.37236 3.30520 -2.46563 -0.09
C 6.00255 3.21090 -3.79868 -0.11
C 4.65074 3.11527 -4.11436 -0.10
C 3.69737 3.10778 -3.10256 -0.05
H 1.01373 3.91626 -0.25157 0.06
H 1.29738 3.64777 -1.97352 0.06
H 2.04775 5.03294 -1.17001 0.09
H 2.69027 3.73512 1.39688 0.02
H 3.98031 4.60749 0.54964 0.09
H 4.22804 2.94367 1.14268 0.04
H 2.16809 1.39912 -1.60443 -0.01
H 5.72710 3.35912 -0.42345 0.11
H 7.42172 3.37103 -2.19782 0.10
H 6.75272 3.21331 -4.58072 0.09
H 4.33812 3.04802 -5.15149 0.09
H 2.65013 3.03037 -3.37711 0.10
N 4.04069 -2.04549 1.99682 0.06
C 3.08389 -2.64255 1.26795 -0.69
N 1.99663 -2.10294 0.76155 -0.01
C 1.25452 -3.09693 0.07179 -0.29
C 0.07961 -2.90203 -0.65678 -0.06
C -0.52454 -3.98233 -1.27721 -0.09
C 0.01716 -5.27017 -1.20218 -0.10
C 1.19179 -5.47750 -0.49943 -0.10
C 1.79127 -4.38269 0.11498 -0.48
S 3.26982 -4.36079 1.01347 1.09
H 4.14229 -1.03630 2.11645 -0.11
H 4.81273 -2.59006 2.33430 0.09
H -0.34988 -1.91607 -0.71119 0.08
H -1.45016 -3.82322 -1.81945 0.10
H -0.47667 -6.10367 -1.68975 0.10
H 1.63462 -6.46591 -0.43480 0.10
```

***

Ordering by calculated energy gives the sequence 1), 2), with the first entry being the most stable.

***

1) Computed, not measured: a structure of composition C4H4BiLiO5, with ωB97M-V with the def2-TZVPD basis set.

HOMO-LUMO gap (alpha / beta)	6.567 / 6.060	eV
spin multiplicity	2
E_HOMO (alpha / beta)	-12.5899 / -12.5743	eV
net charge	+1
expectation value of S²	0.753

```
15
Properties=species:S:1:pos:R:3:lowdin_charge:R:1
O -0.28343 -0.44849 2.63992 -0.03
C -0.60105 0.78828 2.89233 -0.68
C 0.98322 -0.37391 1.33980 0.00
O -1.75712 1.16289 3.02399 0.06
O 0.30992 1.63623 2.38873 0.04
C 1.48116 0.96580 1.90171 -0.11
H 1.55824 -0.54420 0.41968 0.09
H 1.19748 -1.39691 1.66199 0.11
H 1.91476 1.60971 1.13067 0.14
H 2.18963 0.81686 2.72500 0.15
O -0.24985 0.44381 -1.32539 -0.27
C -0.71013 0.04325 -0.21088 -0.52
O -1.64436 -0.86795 -0.28629 -0.44
Li -2.40784 -0.39615 1.38786 0.78
Bi -1.48936 -0.89242 -2.38883 1.67
```

***

2) Computed, not measured: a structure of composition C4H4BiLiO5, with ωB97M-V with the def2-TZVPD basis set.

HOMO-LUMO gap (alpha / beta)	4.589 / 4.275	eV
spin multiplicity	2
E_HOMO (alpha / beta)	-11.7973 / -11.7960	eV
net charge	+1
expectation value of S²	0.753

```
15
Properties=species:S:1:pos:R:3:lowdin_charge:R:1
O 0.41629 0.83222 1.84024 -0.13
C 0.94655 -0.31947 1.82595 -0.77
C -1.09346 0.19155 -0.43696 -0.05
O 2.03465 -0.65204 2.29028 0.06
O 0.33902 -1.24393 1.01397 -0.01
C -0.97510 -0.99661 0.53028 -0.15
H -1.96621 0.01210 -1.07807 0.14
H -1.28361 1.15698 0.04175 0.12
H -1.25576 -1.92372 0.01865 0.14
H -1.66473 -0.83384 1.36986 0.15
O 0.27564 -0.43241 -2.38231 -0.14
C 0.13478 0.31707 -1.38722 -0.62
O 0.98505 1.26205 -1.21199 -0.31
Li 1.03873 2.02610 0.53196 0.77
Bi 2.06817 0.60395 -2.96639 1.80
```

***

Ordering by calculated energy gives the sequence 2), 1), with the first entry being the most stable.

***

1) Computed, not measured: a cluster of 2 separate species, CH5N2P in total, with ωB97M-V with the def2-TZVPD basis set.

HOMO-LUMO gap	8.511	eV
E_HOMO	-8.6688	eV
SMILES	[H]/N=P/[H].C=N
net charge	0

```
9
Properties=species:S:1:pos:R:3:lowdin_charge:R:1
C 1.38002 -0.15282 -0.62210 -0.20
N 1.26831 0.62564 0.31255 -0.01
N -3.06846 0.74506 -0.54345 -0.39
P -2.37373 -0.16682 0.50707 0.65
H -1.50802 0.59109 1.29206 -0.20
H 2.05740 -1.02262 -0.50777 0.07
H 1.24486 0.27713 -1.62247 0.07
H -3.77620 0.58418 -1.21533 -0.06
H 1.59560 0.35969 1.29929 0.08
```

***

2) Computed, not measured: a cluster of 2 separate species, CH5N2P in total, with ωB97M-V with the def2-TZVPD basis set.

HOMO-LUMO gap	8.948	eV
E_HOMO	-8.9563	eV
SMILES	[H]/N=P/[H].C=N
net charge	0

```
9
Properties=species:S:1:pos:R:3:lowdin_charge:R:1
C 0.31766 1.46566 -1.06193 -0.15
N -0.09925 1.22280 0.09094 -0.01
N 0.18962 -2.22968 2.33301 -0.42
P 1.22035 -1.69626 1.30203 0.65
H 1.02841 -0.32376 1.58363 -0.18
H -0.24001 1.34423 -1.99543 0.06
H 1.32608 1.84514 -1.16113 0.05
H 0.09476 -3.24274 2.37962 -0.06
H -1.05642 0.87616 0.15048 0.05
```

***

Ordering by calculated energy gives the sequence 2), 1), with the first entry being the most stable.